Formula: C44H100F10N10O22S10
Source: the Open Molecules 2025 dataset
Level of theory: ωB97M-V/def2-TZVPD

XYZ file:
```
196
Properties=species:S:1:pos:R:3:forces:R:3
S 4.9565 -1.3244 3.1000 1.0465 7.4744 -3.6183
S 6.0452 0.4754 -2.8011 -9.1140 1.8348 -1.5260
S 3.0419 1.4298 -6.4291 8.1827 7.4794 3.0677
S 1.5965 -0.1937 -6.7973 -3.9045 -6.6297 -3.0311
S 0.7065 -5.6785 -2.8869 -2.2422 -3.4719 1.1150
S 1.5429 -4.2174 -4.5014 3.4759 2.7575 -10.0765
S 2.0795 5.3111 -0.4579 -2.0200 -3.4608 -11.9239
S 8.0381 -0.4053 -3.7359 5.6173 -1.0625 -0.4950
S 1.8261 5.3381 1.9155 1.5383 1.2218 4.5065
S 4.3234 -3.5246 3.6928 -2.7180 -5.9314 2.2131
F 0.5528 -5.8672 -1.3126 0.8228 0.9516 1.2791
F 4.1312 -4.9454 3.0361 0.7023 -0.7675 -2.2973
F 5.4397 0.8684 -1.3826 -0.2264 1.0870 0.9528
F 2.5422 -2.9045 -4.7385 -1.3197 -1.6561 1.3012
F 9.6232 -0.1730 -3.3537 -0.8211 -0.5941 1.1155
F 5.7555 -0.6601 1.7913 -1.1549 -0.1867 0.6655
F 3.3753 5.3423 -1.4821 -1.5270 -0.3757 0.3963
F 3.9615 2.4845 -7.2202 0.9439 -0.3532 -0.9652
F 2.7081 6.0284 3.1146 -0.5999 0.2140 -1.5670
F 0.4902 -0.5843 -7.9178 -0.5610 1.0464 0.1275
O 4.1020 0.5852 -5.8041 -3.8797 0.9411 -1.4764
O 2.2112 -5.2376 -5.3345 -1.1460 1.3982 2.4696
O 2.4203 2.4915 -5.6479 -0.9865 -1.8488 1.0613
O 1.8520 3.9994 2.4838 -0.6254 0.8866 -1.8720
O 0.2892 -3.7820 -5.0666 0.4170 0.1554 1.3922
O 5.6558 1.5851 -3.7132 1.0715 -2.7423 2.3125
O 2.2618 -1.4946 -6.8504 0.0136 2.9944 0.8562
O 4.9742 -4.0595 4.8821 0.3969 2.7963 -1.1026
O 1.6762 3.9033 -0.4120 -0.6343 1.3713 -0.2347
O 8.1694 0.2528 -4.9999 -2.1758 0.1592 0.4385
O 5.3296 -0.8112 -2.9131 1.3493 1.6112 -0.8543
O 1.3090 -6.9690 -3.2044 -0.3808 2.4249 0.0655
O 0.7437 0.1080 -5.6351 1.3745 0.2627 -1.1441
O 1.1975 6.2573 -1.0941 -0.2384 -0.6432 0.5435
O -0.7178 -5.5039 -3.1905 2.3310 0.3117 0.0163
O 7.9098 -1.8578 -3.7429 -0.4659 1.9978 0.8332
O 0.5626 6.0902 1.9824 1.6376 -1.3798 -0.8424
O 3.5792 -0.8170 2.9965 2.4430 -1.2072 0.2798
O 4.6584 -3.3009 -1.8065 2.0993 -1.9652 4.6260
O 5.8182 -0.8081 4.1147 -0.9145 -1.3069 0.6650
O -0.2114 -2.2902 1.0423 -1.0021 0.4026 1.8983
O 2.8741 -3.2799 3.8396 2.4998 1.4484 -0.3033
N 6.1583 -3.5906 0.1085 -0.4507 0.3768 -2.0448
N 7.4547 0.4339 -2.3526 5.0054 -2.2470 -2.2356
N -3.0119 -5.2164 3.0526 -0.7229 -0.0612 -1.6985
N 1.6988 -4.3044 -2.9924 -2.1393 -3.1426 3.1652
N 1.1824 -0.8262 -1.3094 -0.2712 0.5387 -0.8834
N -2.6246 3.6837 3.4728 -0.2526 -2.9525 2.5367
N -2.1707 3.8252 -3.5927 0.8466 -1.0911 2.0060
N 2.8724 5.7339 0.6317 1.8029 1.9755 11.0202
N 5.2312 -2.7420 2.4766 -2.7674 -2.2723 4.1161
N 2.2396 1.0509 -7.6747 -1.9377 -3.5602 1.2637
C 4.9121 -3.9393 -0.7628 -0.7506 2.6545 -4.7016
C -2.1152 -6.8102 1.0317 -0.1719 1.0076 0.6738
C -1.0223 4.1431 -2.5597 -0.2799 1.7908 -0.8352
C -3.0278 -6.6414 2.3430 0.3828 0.0504 -1.4082
C -3.4083 3.9259 -2.6496 1.2522 0.1888 -0.0092
C -2.8865 0.2056 -5.2031 -0.3206 0.9739 0.3754
C -2.0031 6.6146 7.7086 -0.8884 -0.9877 -1.3412
C 7.0080 -2.4385 -0.4332 -0.5581 -0.2621 0.4489
C -1.5605 -4.8986 3.6473 -0.9517 0.2965 1.1807
C -5.0153 3.1161 2.4848 1.0934 2.0358 0.1605
C 2.5063 -0.3535 -2.0117 0.0570 0.5722 -0.0972
C -1.0200 6.1690 -6.5636 -0.4433 -0.3977 -0.5642
C 3.9883 -4.9940 -0.3546 -1.1309 -1.4474 0.8030
C -0.8944 4.8757 -5.7065 -0.6447 0.9440 0.6696
C -1.8661 2.9801 2.2681 0.7447 0.8394 0.4995
C -2.5221 1.1570 3.7071 -0.3666 -0.5583 1.3923
C -2.4260 5.4763 5.3748 -0.0387 0.5554 0.6395
C 0.3782 -2.9758 -0.0169 1.0253 0.5325 0.6426
C -5.3592 3.4611 1.0358 0.1961 -0.3311 0.3196
C -3.1404 1.7404 -4.9270 0.1647 -0.8069 -0.6265
C -1.8071 4.8138 4.1732 0.7349 -1.5634 -1.6344
C 0.5632 -6.1133 6.8282 -1.2014 0.5544 1.0336
C -1.3771 6.0590 6.3601 0.2203 1.1157 0.3715
C -2.2484 6.1878 -7.4730 0.1212 1.3512 0.3653
C -4.6956 -3.5712 3.9407 -0.8566 -1.6010 1.3663
C -4.0812 4.1674 3.1998 2.0046 -1.2564 -0.4139
C -2.0176 -8.2171 0.4670 -0.2784 -0.6543 1.3563
C -3.0693 5.0500 -1.6022 0.0124 0.8268 -1.3269
C -2.1572 4.8477 -4.7064 0.5324 -0.6498 -1.2339
C 0.1210 -1.2178 -2.4029 0.9219 -0.7035 1.4751
C -3.3272 -4.0814 1.9584 -0.4288 -0.2783 1.2106
C -1.6002 1.4327 2.5764 -0.6829 1.0224 -1.1636
C -4.0938 -2.9541 2.7054 0.9790 -0.5046 -0.5123
C 1.5498 -2.0872 -0.5295 -0.1808 -0.8179 -1.9599
C -1.5315 5.3841 -1.7943 -1.2799 -1.5667 0.5898
C -1.2698 -5.4960 5.0780 -0.5865 -0.9839 -1.2986
C -4.2569 -5.0452 4.0504 2.9406 0.0260 0.5067
C -1.9935 2.3210 -4.0868 -0.6473 1.1947 -0.0961
C 0.6344 0.2576 -0.4435 0.5239 1.4547 1.1536
C 2.4573 0.9655 -2.7636 -1.3967 0.0219 -0.8100
C -2.7570 2.4755 4.5156 -1.2742 -0.7278 -1.3287
C 1.5708 0.9553 0.6313 0.1095 -1.9639 -1.0226
C 0.4697 -2.2930 2.3271 -0.7366 -0.0492 -0.7428
C 0.1669 -5.3951 5.5635 1.7149 0.2111 -1.8152
H -0.2017 -0.1138 0.1491 -0.1417 -0.3174 -0.5034
H 1.0709 1.8827 0.9112 0.4368 -0.0986 0.2157
H -4.7473 3.0948 0.2114 0.3371 -0.4063 0.3774
H -2.4479 3.2698 1.3931 -0.2779 -0.7960 -0.0701
H 5.7939 -3.2778 0.9970 -0.4996 0.2957 0.8784
H 0.8811 -3.2621 2.6096 -0.0608 -0.2137 -0.2834
H -3.1193 6.4835 -6.8881 -0.4693 -0.6738 -0.1366
H -3.3673 -2.1785 2.9481 -0.3239 0.2450 0.0358
H -2.3771 5.3214 -8.1218 -0.1030 -0.0340 0.2854
H -0.4425 -3.2992 -0.6573 0.3283 0.6849 -0.7809
H 1.2861 -1.5770 2.4213 -0.0728 0.0955 -0.1952
H 4.2974 -6.0255 -0.5235 0.8082 0.0400 -0.0016
H 7.7790 -2.2711 0.3189 0.1633 -0.1627 -0.2424
H -3.7460 -0.2198 -5.7213 -0.0338 0.1100 0.0187
H -4.8444 -2.6037 1.9970 0.0907 0.3812 0.2579
H -5.7802 -3.6579 4.0061 -0.1558 0.6041 -0.6168
H -1.0309 2.2937 -4.5973 0.0057 -0.1112 -0.0178
H 1.8801 0.7772 -3.6689 -0.1261 0.2256 -0.1174
H 7.3784 -2.6918 -1.4266 -0.0945 0.2519 0.0921
H 0.0685 4.9430 -5.2002 -0.1237 -0.2762 0.3348
H -1.5500 5.4118 3.2989 -0.0122 0.8137 0.4434
H -1.0362 7.0798 -5.9651 -0.1999 -0.1505 0.5474
H 2.2945 -1.8160 0.2188 -0.4260 0.0754 0.3811
H -3.8103 2.4134 4.7891 0.0528 0.4441 0.2509
H -3.7558 -5.2439 4.9977 -0.3277 0.1625 0.1424
H -2.9825 -8.6053 0.1409 0.0640 0.0153 -0.1456
H -3.0577 4.8178 5.9710 -0.1808 -0.3225 -0.2657
H 3.2762 -0.2801 -1.2435 -0.0967 -0.6179 0.0161
H -0.8699 4.3160 4.4225 0.0609 -0.0583 0.1120
H 1.9985 1.8322 -2.2877 0.1297 -0.0848 0.5184
H 0.8110 -5.8479 4.8096 -0.1176 0.0175 -0.6034
H -0.5186 5.4071 6.5218 -0.3134 -0.4871 0.2108
H 0.2994 1.0765 -1.0801 -0.0730 -0.3032 -0.3543
H -4.4482 -3.1228 4.9029 0.3765 0.5029 -0.3301
H 2.6982 -1.0998 -2.7826 0.3502 -0.3713 0.4638
H -1.9472 1.7532 -3.1575 0.2482 0.0639 0.0210
H -1.6774 -8.8242 1.3059 -0.0542 -0.5385 -0.0566
H -4.4970 4.3674 4.1873 0.2608 0.3058 -0.1689
H -3.3960 2.9773 -2.1129 -0.0387 -0.1185 -0.1229
H -2.2107 2.6144 5.4486 0.5375 0.1723 -0.5526
H 6.3571 -1.5647 -0.4043 0.1295 -0.1056 -0.5274
H -5.0352 -5.8081 4.0336 0.2241 -0.0152 -1.1613
H -1.1089 5.4282 -0.7906 0.4547 0.1663 -0.3796
H -1.4885 -3.8317 3.8585 -0.4604 0.2431 -0.6547
H -2.0091 0.0107 -5.8198 0.1405 0.1577 0.2170
H 0.4659 -2.1794 -2.7828 -0.0703 0.1339 -0.1997
H -6.3339 2.9773 0.9735 -0.2675 0.7603 -0.9258
H -5.2991 4.5467 0.9587 -0.9102 0.0011 -0.2627
H -0.7784 -1.4020 -1.8153 -0.2009 0.2196 -0.3290
H -4.0356 -4.4281 1.2060 0.4382 -0.8449 0.0888
H -1.8648 0.8188 1.7155 -0.3197 0.2726 -0.2592
H -4.1165 1.8400 -4.4522 0.0692 -0.0038 0.4775
H -0.1619 4.4454 -3.1568 0.2072 -0.6768 0.2622
H -3.4456 0.6865 3.3696 -0.4426 0.7074 -0.1589
H 3.6524 -4.9828 0.6822 0.2542 0.3138 0.1633
H 0.5377 -4.3703 5.5473 -0.2577 0.2570 0.3528
H -4.0591 -6.8469 2.0560 -0.1463 0.4422 0.0779
H 2.6048 1.0931 0.3154 -0.2584 0.7583 -0.5301
H -0.2144 -5.7886 7.5195 0.0458 -0.5573 0.7553
H -3.3512 4.7648 -0.5887 0.4110 -0.4761 -0.0522
H -2.7749 -7.4619 3.0144 0.2809 0.5300 0.5810
H -1.3591 6.9914 8.5032 0.3175 0.0661 -0.5797
H 3.4138 1.3009 -3.1646 0.2651 -0.4081 0.3567
H -0.0199 -0.5402 -3.2450 0.4425 0.3948 0.4234
H -2.3207 5.8531 -4.3186 0.0806 -0.1917 0.3774
H -3.0360 6.3022 5.0089 -0.2780 0.0223 0.2746
H -1.2630 -8.3570 -0.3070 -0.2046 0.5205 -0.1128
H 0.6987 -3.9460 0.3626 0.9501 -0.0841 -0.1208
H 1.5037 -5.7882 7.2732 0.0527 0.1289 -0.4501
H -2.7690 7.3391 7.4317 0.3364 0.5667 0.0488
H -3.3027 2.2038 -5.9001 0.5120 0.3603 -0.0283
H 3.1107 -4.9556 -1.0000 0.0788 0.4943 -0.0293
H -3.8122 5.0846 2.6759 -1.0518 0.1627 -0.3622
H -2.6397 5.8590 8.1688 0.2555 -0.5001 0.1291
H 2.1049 -2.6195 -1.3020 0.0677 -0.3880 0.1686
H -0.8685 3.9841 -6.3330 -0.0880 0.0288 -0.0025
H -0.9155 6.8909 5.8280 0.0591 0.2612 0.0910
H 6.7224 -4.3936 0.3472 0.1381 -0.5686 -0.3418
H -2.1492 0.3188 4.2956 0.4220 0.4009 0.5956
H 0.5876 -7.2004 6.7534 -0.2201 0.0736 -0.1211
H -1.1011 -6.5330 1.3195 0.0542 0.2913 -0.2082
H -0.3499 -2.0497 3.0032 0.2516 0.1951 0.3517
H -0.8185 3.3459 -1.8449 -0.1336 -0.3660 -0.5886
H -4.6733 2.0872 2.5965 -0.2846 0.1858 0.3392
H -2.4165 -3.7102 1.4885 0.1154 -0.3429 0.1162
H 1.7520 0.2454 1.4383 -0.5496 0.2752 0.5350
H -0.2103 6.4155 -7.2504 0.6877 -0.9845 0.3720
H -0.8916 -5.0994 2.8104 0.0684 -0.3862 0.3840
H -1.9909 -5.0164 5.7399 0.2044 -0.0207 0.3117
H -1.5007 -6.5602 5.0321 -0.2642 -0.2019 0.2197
H -2.0918 7.0728 -8.0898 -0.1784 -0.1324 -0.4794
H -3.6377 5.9716 -1.7275 -0.1959 -0.0731 -0.4625
H -3.0495 4.5702 -5.2675 0.0270 0.2338 -0.2717
H -1.3190 6.3128 -2.3240 -0.2143 -0.1206 0.1621
H -0.9512 3.5540 2.1206 0.2886 -0.1005 0.3166
H -4.3205 3.9379 -3.2462 0.0827 0.5260 0.1085
H -2.4542 -6.1806 0.2090 0.0065 0.4866 0.3040
H -0.6178 1.0167 2.8001 0.5575 1.3744 0.0657
H -2.8052 -0.3046 -4.2433 0.1976 -0.1955 -0.0414
H -5.9385 3.3659 3.0078 -0.1601 -0.9511 0.1703
```
Forces are in eV/Å.

- E (Eh) = -8919.117433
- HOMO (eV) = -7.877
- orbital gap (Eh) = 0.2281

Mulliken atomic charge list, values in e, 99 entries:
1 S 0.763
2 S 0.715
3 S 1.166
4 S 1.298
5 S 0.974
6 S 0.791
7 S 1.026
8 S 1.132
9 S 1.097
10 S 0.776
11 F -0.241
12 F -0.318
13 F -0.344
14 F -0.215
15 F -0.355
16 F -0.306
17 F -0.383
18 F -0.384
19 F -0.339
20 F -0.371
21 O -0.428
22 O -0.661
23 O -0.562
24 O -0.525
25 O -0.580
26 O -0.505
27 O -0.637
28 O -0.635
29 O -0.149
30 O -0.573
31 O -0.054
32 O -0.643
33 O -0.421
34 O -0.713
35 O -0.630
36 O -0.597
37 O -0.601
38 O -0.400
39 O -0.260
40 O -0.614
41 O 0.609
42 O -0.443
43 N 0.198
44 N -0.369
45 N 0.454
46 N 0.144
47 N 1.182
48 N 0.672
49 N 0.996
50 N -0.440
51 N -0.201
52 N -0.632
53 C 0.533
54 C 0.233
55 C -0.020
56 C -0.899
57 C -0.877
58 C -1.207
59 C -1.284
60 C -0.732
61 C -0.290
62 C -0.134
63 C 0.068
64 C -0.780
65 C -0.268
66 C -0.280
67 C 0.196
68 C -1.138
69 C -0.715
70 C -1.736
71 C -1.246
72 C -0.755
73 C -1.212
74 C -1.441
75 C -0.667
76 C -1.140
77 C -0.773
78 C -0.972
79 C -1.570
80 C -0.288
81 C -1.179
82 C 0.192
83 C -0.720
84 C 0.751
85 C 0.059
86 C 0.025
87 C -0.637
88 C -0.589
89 C -0.636
90 C -0.394
91 C 0.024
92 C 0.019
93 C -0.896
94 C -0.309
95 C -0.428
96 C -0.573
97 H 0.680
98 H -0.071
99 H 0.185